Entry 1:
# C56H45BrN2O4PdS2Te

A molecular structure, C56H45BrN2O4PdS2Te (ωB97M-V/def2-TZVPD, the Open Molecules 2025 dataset).

Geometry (Å):
Pd  0.98927  0.08135  0.22127
O  -0.13983  -1.19564  -1.08179
C  -1.46875  -1.55223  -1.07654
C  -2.33049  -0.48259  -0.35383
C  -2.05288  -0.29351  1.10446
C  -3.10787  -0.10665  1.99571
C  -2.82318  0.28191  3.29173
C  -1.50579  0.40121  3.69573
C  -0.49077  0.08153  2.79332
C  0.95313  0.01792  3.19105
C  1.56726  -1.38599  2.81598
O  1.57778  -1.58393  1.47367
C  0.79505  -2.54569  3.46761
C  1.06694  -3.82794  3.00314
C  0.35902  -4.91779  3.47443
C  -0.63632  -4.74679  4.42107
C  -0.88002  -3.48275  4.92257
C  -0.15529  -2.39358  4.46613
C  3.00913  -1.44997  3.36375
C  3.29088  -1.51272  4.72149
C  4.59978  -1.64216  5.15377
C  5.63737  -1.71888  4.23898
C  5.36087  -1.65395  2.88470
C  4.05533  -1.51777  2.45414
N  -0.79741  -0.20278  1.52647
C  -1.84511  -1.65291  -2.56885
C  -1.07978  -2.51763  -3.34928
C  -1.22215  -2.54893  -4.72348
C  -2.13958  -1.71984  -5.34674
C  -2.92732  -0.88380  -4.57838
C  -2.78701  -0.85153  -3.19973
C  -1.69837  -2.92953  -0.46611
C  -0.61848  -3.70138  -0.06528
C  -0.81040  -5.01657  0.31922
C  -2.08131  -5.56210  0.32824
C  -3.16771  -4.77683  -0.01704
C  -2.97754  -3.46922  -0.42107
H  -3.39071  -0.69866  -0.48101
H  -2.10020  0.46782  -0.84860
H  -4.12547  -0.23715  1.66698
H  -3.62302  0.48763  3.98633
H  -1.26801  0.74425  4.69155
H  1.06875  0.22765  4.25540
H  1.54483  0.75718  2.63059
H  1.83405  -3.95771  2.25597
H  0.57950  -5.90769  3.10280
H  -1.20458  -5.59361  4.77753
H  -1.63832  -3.33029  5.67782
H  -0.35563  -1.43058  4.90468
H  2.48934  -1.47451  5.44525
H  4.81341  -1.69042  6.21226
H  6.65459  -1.83218  4.58303
H  6.16079  -1.71346  2.15994
H  3.82622  -1.46458  1.40059
H  -0.35751  -3.16068  -2.86948
H  -0.60579  -3.20934  -5.31664
H  -2.23052  -1.71503  -6.42301
H  -3.64813  -0.23401  -5.05232
H  -3.42646  -0.18937  -2.63770
H  0.36725  -3.25644  -0.06064
H  0.03675  -5.62703  0.59181
H  -2.22861  -6.59680  0.59941
H  -4.16547  -5.18918  0.00462
H  -3.82508  -2.87216  -0.72432
N  0.05237  2.20827  0.33074
S  -0.46908  3.23306  -0.74967
C  -0.58024  4.81908  0.15530
C  0.39431  5.07367  1.10465
C  0.31902  6.23006  1.86393
C  -0.72060  7.12352  1.65915
C  -1.66607  6.88380  0.67377
C  -1.59282  5.73165  -0.09190
C  -2.27827  2.96944  -0.81546
C  -2.86521  2.75760  -2.05109
C  -4.21892  2.47019  -2.11973
C  -4.96711  2.38498  -0.95601
C  -4.37017  2.59201  0.27822
C  -3.02040  2.88744  0.35183
H  -0.25985  2.44780  1.26950
H  1.19802  4.36370  1.23724
H  1.06544  6.42814  2.61945
H  -0.79146  8.01235  2.26757
H  -2.46940  7.58786  0.50880
H  -2.32626  5.53947  -0.86021
H  -2.26282  2.81608  -2.94655
H  -4.68578  2.31255  -3.07997
H  -6.02020  2.15443  -1.00812
H  -4.95219  2.52860  1.18628
H  -2.55379  3.06140  1.31174
Te  0.41419  0.81133  -2.45613
C  0.74198  2.04441  -4.17262
C  1.85011  2.72439  -4.60850
C  1.65774  3.41787  -5.81627
C  0.40364  3.25740  -6.32001
S  -0.56153  2.25569  -5.31335
H  2.76576  2.73409  -4.04649
H  2.41390  4.01505  -6.29378
H  -0.01124  3.65811  -7.22365
Br  4.70440  -1.99942  -5.29801
C  4.39307  -0.92583  -3.75471
C  3.66893  -1.45660  -2.69976
C  3.37876  -0.65217  -1.61208
C  3.80933  0.67469  -1.58361
C  4.58371  1.16679  -2.62840
C  4.87907  0.36901  -3.71924
C  3.35828  1.63743  -0.47879
O  3.52131  2.83869  -0.65579
O  2.82607  1.10785  0.55101
H  3.32865  -2.48000  -2.73132
H  2.80399  -1.07686  -0.77828
H  4.93846  2.18666  -2.57722
H  5.47245  0.75023  -4.53587

Forces on the atoms, in the same order (eV/Å):
-0.8 -0.7 1.4
1.1 0.5 -0.2
-0.9 0.1 0.1
0.4 -0.3 -0.3
-0.5 0.0 0.1
0.3 -0.1 0.0
0.1 0.0 0.0
0.0 0.1 -0.3
-0.2 0.2 0.5
0.2 -0.3 -0.2
0.3 0.1 0.7
-0.1 0.0 -1.2
0.0 0.2 0.0
-0.1 -0.1 0.0
0.1 0.0 0.0
-0.1 0.0 0.1
-0.1 -0.1 0.2
0.1 -0.1 0.0
-0.1 0.1 -0.2
0.1 0.1 -0.1
0.0 0.0 0.2
0.1 0.0 0.0
0.1 0.0 0.1
-0.1 0.1 -0.1
0.4 0.3 -0.2
-0.1 0.1 0.0
0.0 0.0 -0.1
0.1 -0.1 0.0
-0.1 0.2 -0.1
0.0 0.0 -0.2
0.0 -0.1 0.2
0.2 0.0 0.1
0.1 0.2 -0.1
-0.1 -0.1 -0.1
0.0 -0.1 0.1
-0.2 0.0 0.0
0.1 0.0 0.1
0.0 0.1 0.0
-0.2 0.0 0.0
-0.1 0.0 -0.1
-0.1 0.0 0.1
0.1 -0.1 0.1
0.0 0.0 0.0
0.0 -0.1 0.2
0.1 0.0 -0.1
0.0 -0.1 -0.1
0.0 -0.1 0.0
-0.1 0.0 0.1
0.0 0.1 0.0
-0.1 0.0 0.1
0.0 0.0 0.1
0.1 0.0 0.0
0.1 0.0 0.0
0.0 0.0 0.0
0.1 0.0 0.1
0.0 -0.1 0.0
0.0 0.0 -0.1
-0.1 0.1 -0.1
0.0 0.1 0.1
0.0 0.0 0.0
0.1 0.0 0.1
0.0 -0.1 0.1
-0.1 -0.1 0.0
-0.1 0.0 -0.1
0.5 0.1 -0.4
-1.4 0.7 1.4
0.3 -0.1 -0.3
0.1 -0.2 0.0
-0.1 0.1 0.0
0.1 0.0 0.0
0.0 0.0 0.0
-0.1 0.0 -0.1
0.3 0.2 -0.5
0.1 0.1 0.1
-0.1 0.0 0.0
-0.1 0.0 -0.1
0.2 0.1 0.1
0.1 0.0 0.0
-0.1 -0.1 0.0
0.1 -0.1 0.1
0.1 0.0 0.0
0.0 0.1 0.0
0.0 0.0 0.0
-0.1 0.0 0.0
0.0 0.0 -0.2
-0.1 0.0 -0.1
-0.1 0.0 0.0
0.0 0.0 0.0
0.1 0.0 0.1
0.1 -0.2 -1.3
-0.5 -0.2 -0.1
0.0 -0.2 0.6
-0.1 0.1 -0.3
-0.3 -0.3 0.3
0.5 0.0 0.1
0.2 0.0 0.1
0.1 0.1 -0.1
0.0 0.1 -0.2
0.0 0.1 0.2
0.0 -0.3 -0.1
0.0 -0.1 -0.3
-0.1 0.1 0.3
-0.3 0.3 0.2
-0.1 -0.1 0.1
0.1 0.0 0.0
0.3 0.2 -0.1
0.1 0.2 -0.2
0.0 -0.4 0.2
-0.1 -0.1 0.0
0.4 0.1 -0.2
-0.1 0.1 0.0
0.0 0.0 -0.1

F_max: 0.0404 Eh/bohr
Charge: 0
<S²>: 6.022
Spin multiplicity: 5
Energy above the lowest of the compared OMol25 structures with the same formula, charge and spin: 45.6 kcal/mol
HOMO-LUMO gap (spin up / spin down): 7.726 / 5.048 eV

---

Entry 2:
# C56H45HfN7O2

A molecular structure, C56H45HfN7O2 (ωB97M-V/def2-TZVPD, the Open Molecules 2025 dataset).

Geometry (Å):
Hf  0.17488  -0.01065  -0.00613
C  -6.74952  -3.01165  -2.12093
C  -6.36322  -1.68895  -1.91313
C  -5.04112  -1.39945  -1.57753
C  -4.09272  -2.42735  -1.45463
C  -4.48902  -3.75215  -1.65903
C  -5.81532  -4.04205  -1.99113
C  -2.70752  -2.05905  -1.09653
C  -2.29182  -2.11715  0.18277
C  -2.91192  -2.84245  1.26447
C  -1.97762  -2.98725  2.21217
C  -0.77452  -2.27205  1.77997
C  0.44678  -2.34485  2.38437
C  0.56268  -3.16975  3.62007
C  0.05458  -2.69715  4.84087
C  0.19648  -3.45165  6.00577
C  0.84878  -4.68335  5.95987
C  1.35338  -5.16335  4.74987
C  1.21008  -4.41005  3.58257
C  1.71878  -1.57875  1.92287
N  2.17448  -1.14235  0.76517
C  3.24328  -0.33265  1.06517
C  3.71618  0.65075  0.27447
C  4.92728  1.39465  0.70907
C  6.19868  0.82105  0.56527
C  7.33708  1.52555  0.95977
C  7.21298  2.80775  1.49427
C  5.95188  3.38655  1.63827
C  4.81128  2.68255  1.24847
C  2.96188  1.03225  -0.98383
C  3.44148  1.94035  -1.91173
C  2.63388  1.79955  -3.02073
C  1.69178  0.83575  -2.68993
N  1.75998  0.58405  -1.37783
C  0.77788  0.19255  -3.70933
C  -0.17342  -0.69725  -3.35633
C  -1.16962  -1.23865  -4.24803
C  -2.17172  -1.75855  -3.54893
C  -1.70222  -1.59265  -2.15343
N  -0.47722  -1.10935  -2.07593
C  0.89448  0.54895  -5.15113
C  1.76978  -0.16555  -5.98063
C  1.88758  0.16875  -7.33033
C  1.13348  1.21735  -7.85753
C  0.26158  1.93425  -7.03743
C  0.14258  1.60365  -5.68683
C  3.63638  -0.59525  2.42177
C  2.68718  -1.30425  3.02367
N  -1.17792  -1.58145  0.69017
H  -7.78132  -3.24015  -2.37113
H  -7.08552  -0.88245  -1.99773
H  -4.73782  -0.36965  -1.39373
H  -3.76252  -4.55235  -1.54023
H  -6.11992  -5.07395  -2.13663
H  -3.89342  -3.27965  1.26617
H  -2.09292  -3.55215  3.11937
H  -0.46062  -1.73845  4.86707
H  -0.20792  -3.07775  6.94157
H  0.95658  -5.27335  6.86517
H  1.85388  -6.12615  4.70967
H  1.59458  -4.78435  2.63617
H  6.29958  -0.17855  0.14657
H  8.31828  1.07215  0.84937
H  8.09968  3.35615  1.80057
H  5.85318  4.38495  2.05547
H  3.82828  3.13575  1.36627
H  4.33208  2.54785  -1.83683
H  2.77038  2.28025  -3.97933
H  -1.14672  -1.17745  -5.32253
H  -3.07402  -2.21725  -3.89773
H  2.35648  -0.98635  -5.57163
H  2.56568  -0.39155  -7.96803
H  1.22378  1.47465  -8.90943
H  -0.32842  2.74915  -7.44783
H  -0.54052  2.16175  -5.04913
H  4.49988  -0.18295  2.91547
H  2.62978  -1.61065  4.04857
O  -2.29062  2.22305  -2.55783
C  -1.45582  1.73235  -1.72603
O  -1.31682  0.50085  -1.44823
C  -0.53382  2.69815  -0.98993
C  -0.62142  4.07105  -1.23723
C  0.22468  4.94615  -0.56033
C  1.14058  4.43485  0.34907
C  1.17148  3.06425  0.54357
N  0.36658  2.19255  -0.09563
H  -1.34882  4.44035  -1.95493
H  0.16278  6.01275  -0.74683
H  1.81358  5.08505  0.89307
H  1.86708  2.61105  1.24207
C  -2.44232  -0.20145  1.72327
C  -3.45902  0.31425  2.77997
N  -3.05732  1.62925  3.35517
C  -2.91162  2.56815  2.20697
C  -1.89512  2.05245  1.15007
N  -1.30222  0.73905  1.53077
C  -0.67702  0.92795  2.87047
C  -1.69372  1.44345  3.92727
H  -2.94982  -0.35595  0.76297
H  -2.05502  -1.18185  2.02707
H  -3.55872  -0.41935  3.58957
H  -4.45332  0.40695  2.32547
H  -2.59432  3.54965  2.58037
H  -3.89152  2.72025  1.73757
H  -1.09132  2.78725  1.01737
H  -2.38842  1.95745  0.17467
H  0.15878  1.63325  2.78327
H  -0.24302  -0.02265  3.20437
H  -1.34452  2.39535  4.34627
H  -1.74662  0.73945  4.76707
H  0.73348  0.33845  1.84187

Forces on the atoms, in the same order (eV/Å):
1.8 -2.4 0.4
0.2 -0.1 0.0
0.3 -0.1 0.1
-0.1 -0.3 0.0
-0.4 0.1 -0.3
-0.3 0.2 0.0
0.1 0.3 0.1
2.7 1.1 -1.5
-0.6 -1.2 -0.2
-0.3 -1.3 0.2
-0.2 -1.3 0.5
0.6 -1.7 0.4
1.4 1.1 -1.4
0.2 0.2 0.4
0.1 -0.4 -0.1
0.0 0.0 -0.3
0.0 0.0 -0.2
-0.2 0.3 0.0
-0.1 0.1 0.3
-1.0 -2.0 2.9
-2.4 -0.4 -0.6
0.6 -1.0 0.2
-1.8 1.0 -1.9
0.2 0.4 -0.3
-0.1 0.2 0.2
-0.3 0.1 0.0
-0.1 -0.1 0.0
-0.1 -0.3 -0.1
0.4 0.0 -0.1
2.2 0.9 3.2
1.1 0.4 -0.5
0.6 0.4 -1.0
-2.2 0.3 -2.9
0.6 -3.2 -0.4
0.8 0.8 1.9
0.5 -0.9 -0.5
-0.3 0.4 -1.8
1.1 0.4 1.3
-2.7 -3.1 0.3
0.8 -3.9 0.0
0.4 0.4 -0.2
-0.1 0.2 -0.1
-0.2 0.1 0.2
0.0 0.0 0.1
0.2 -0.2 0.1
0.2 -0.1 -0.1
1.1 1.0 0.6
-1.0 -0.5 -1.4
5.5 -2.3 -4.1
0.1 0.0 0.0
0.1 -0.1 0.0
0.0 -0.2 -0.1
-0.1 0.1 -0.1
0.0 0.1 0.0
-0.2 -0.1 -0.1
0.1 -0.1 0.1
0.1 -0.1 0.0
0.1 -0.1 -0.1
0.0 0.1 -0.1
-0.1 0.1 0.0
0.0 0.1 0.2
-0.1 0.2 0.1
-0.1 0.1 0.0
-0.1 -0.1 0.0
0.0 -0.1 0.0
0.3 -0.1 -0.1
0.0 -0.1 0.1
-0.1 -0.2 0.0
0.2 0.2 -0.1
-0.2 0.0 0.1
-0.1 0.2 0.0
-0.1 0.1 0.1
0.0 0.0 0.1
0.1 -0.1 0.1
0.1 -0.2 0.0
0.2 0.2 -0.1
-0.1 -0.1 0.1
2.3 -1.2 2.2
-2.3 2.3 -2.4
-2.1 5.7 2.6
1.2 0.9 -0.7
0.2 -0.2 0.1
-0.2 -0.3 -0.1
-0.3 -0.1 -0.2
0.0 -0.6 -0.1
-0.3 2.4 -1.3
0.1 -0.3 0.1
0.0 -0.1 0.0
0.0 -0.1 0.0
-0.2 0.0 0.0
-1.9 1.8 2.0
0.1 0.7 0.0
0.6 -0.2 -0.6
-0.2 -0.3 0.4
-0.8 0.7 0.8
-2.1 1.6 1.3
-0.5 0.6 1.4
-0.6 0.1 -0.2
0.0 0.7 0.5
-1.9 3.4 1.3
0.1 0.2 0.0
0.1 0.2 0.1
0.0 -0.2 0.1
0.1 -0.2 0.2
-1.1 -0.4 1.0
-0.1 -0.2 0.6
-0.5 -0.1 0.0
-0.3 0.4 -0.1
-0.2 -0.1 -0.1
-0.2 0.1 -0.2
1.5 -0.3 -2.1

F_max: 0.1400 Eh/bohr
Charge: 0
Spin multiplicity: 1
HOMO-LUMO gap: 5.923 eV

---

Question: Look up the spin multiplicity of the first one.
Answer: 5

---

Question: Which value of spin multiplicity does entry 2 give?
Answer: 1

---

Question: Number 1 is which compound?
Answer: C56H45BrN2O4PdS2Te